DFT (wB97M-V/def2-TZVPD) results for a 2-piece molecular cluster, C4H8BrN2 overall in a non-equilibrium geometry.

The geometry in ORCA input format:
```
! RIJCOSX wB97M-V def2-TZVPD def2/J DEFGRID3
* xyz 1 1
C 0.052 -1.970 -0.066
C 0.930 -0.825 -0.481
C -1.245 -0.276 0.511
C 0.542 1.612 0.140
N -1.082 -1.618 0.358
N -0.083 0.345 -0.351
Br -2.913 0.498 0.024
H 0.180 -3.076 -0.291
H 1.585 -0.635 0.296
H 1.374 -1.017 -1.529
H -0.839 0.147 1.862
H -0.211 2.359 0.596
H 1.203 1.574 0.985
H 0.969 2.097 -0.741
H -0.461 0.785 -1.313
*
```

Properties
Frontier orbital gap (eV): 10.7
HOMO (Ha): -0.5453
E_tot (Ha): -2840.375341
LUMO level (eV): -4.122
Energy above the lowest of the compared OMol25 structures with the same formula, charge and spin (eV): 3.940

DFT (wB97M-V/def2-TZVPD) results for a 2-piece molecular cluster, C3H4N2OS overall in a non-equilibrium geometry.

The geometry in ORCA input format:
```
! RIJCOSX wB97M-V def2-TZVPD def2/J DEFGRID3
* xyz 0 1
C -1.157 -1.195 -0.182
C 1.322 2.083 -0.083
C 0.060 -2.049 -0.138
N -2.098 -0.501 -0.132
N 1.071 3.014 0.566
O 1.547 1.201 -0.780
S -3.286 0.418 0.068
H 0.111 -2.916 0.538
H 1.035 -1.460 0.085
H 0.123 -2.376 -1.107
H 1.273 3.781 1.164
*
```

Properties
Frontier orbital gap (eV): 8.6
HOMO (Ha): -0.2956
E_tot (Ha): -699.579484
LUMO level (eV): 0.579
SMILES: CC#[N+][S-].N=C=O
Energy above the lowest of the compared OMol25 structures with the same formula, charge and spin (eV): 2.521

DFT (wB97M-V/def2-TZVPD) results for a 2-piece molecular cluster, C3H7F3Si overall in a non-equilibrium geometry.

The geometry in ORCA input format:
```
! RIJCOSX wB97M-V def2-TZVPD def2/J DEFGRID3
* xyz 0 3
C -2.054 0.730 -1.104
C -0.573 -0.351 1.279
C 2.646 -0.140 0.182
F 2.416 -0.291 -1.133
F 3.193 1.085 0.392
F 3.562 -0.988 0.644
Si -1.576 -0.746 -0.046
H -1.935 0.855 -2.116
H -3.120 1.042 -0.731
H -1.468 1.487 -0.596
H -0.316 0.656 1.469
H -0.119 -1.135 1.780
H 1.599 -0.329 0.759
H -2.255 -1.875 -0.779
*
```

Properties
Frontier orbital gap (alpha / beta) (eV): 6.1 / 8.5
HOMO (alpha / beta) (Ha): -0.2021 / -0.3977
<S²>: 2.01
E_tot (Ha): -707.391734
LUMO level (alpha / beta) (eV): 0.604 / -2.345

DFT (wB97M-V/def2-TZVPD) results for one molecule with the formula C2H3NO3S in a non-equilibrium geometry.

The geometry in ORCA input format:
```
! RIJCOSX wB97M-V def2-TZVPD def2/J DEFGRID3
* xyz 0 1
C 0.261 1.057 0.219
C 1.441 0.070 -0.194
N -0.813 0.611 0.682
O 0.988 -1.213 -0.390
O -2.684 -1.114 -1.174
O -1.048 -0.788 0.654
S -2.160 -1.696 0.043
H 0.227 2.133 0.445
H 1.808 0.715 -1.048
H 1.980 0.226 0.763
*
```

Properties
Frontier orbital gap (alpha / beta) (eV): 6.3 / 9.6
HOMO (alpha / beta) (Ha): -0.3019 / -0.3780
E_tot (Ha): -756.442704
LUMO level (alpha / beta) (eV): -1.931 / -0.676
Energy above the lowest of the compared OMol25 structures with the same formula, charge and spin (eV): 6.352

DFT (wB97M-V/def2-TZVPD) results for C29H27HfN4O5PS2 as an isolated structure in a non-equilibrium geometry.

The geometry in ORCA input format:
```
! RIJCOSX wB97M-V def2-TZVPD def2/J DEFGRID3
* xyz 0 1
Hf -0.931 0.029 0.158
C 0.603 -5.603 3.482
C -0.505 -4.869 2.749
N -0.396 -3.428 2.932
C -0.313 -2.500 1.965
S -0.349 -0.830 2.506
N -0.223 -2.986 0.728
N -0.215 -2.017 -0.236
C -0.327 -2.387 -1.462
C -0.453 -3.815 -1.857
C -0.357 -1.288 -2.486
C -0.790 -1.522 -3.775
C -0.800 -0.463 -4.667
C -0.376 0.786 -4.245
C 0.004 0.943 -2.925
N 0.032 -0.074 -2.056
H 0.512 -6.682 3.343
H 0.571 -5.403 4.555
H 1.581 -5.290 3.112
H -1.486 -5.192 3.105
H -0.468 -5.066 1.683
H -0.493 -3.064 3.866
H 0.170 -4.431 -1.213
H -0.178 -3.974 -2.898
H -1.486 -4.147 -1.708
H -1.132 -2.503 -4.066
H -1.151 -0.612 -5.680
H -0.372 1.641 -4.906
H 0.287 1.912 -2.535
O -0.774 2.691 -0.467
C 0.061 2.056 0.178
C 1.383 2.681 0.507
C 1.496 4.065 0.635
C 2.732 4.641 0.864
C 3.872 3.837 0.927
C 3.762 2.465 0.785
C 2.513 1.871 0.599
P 2.324 0.051 0.421
C 2.980 -0.599 1.995
C 3.256 0.181 3.111
C 3.660 -0.411 4.303
C 3.796 -1.788 4.391
C 3.521 -2.577 3.279
C 3.109 -1.986 2.095
C 3.666 -0.358 -0.765
C 4.912 -0.845 -0.375
C 5.898 -1.106 -1.320
C 5.659 -0.880 -2.666
C 4.422 -0.392 -3.069
C 3.437 -0.140 -2.126
H 0.602 4.669 0.545
H 2.821 5.714 0.980
H 4.846 4.286 1.083
H 4.653 1.847 0.820
H 3.143 1.258 3.068
H 3.865 0.208 5.167
H 4.113 -2.244 5.320
H 3.621 -3.654 3.338
H 2.874 -2.615 1.241
H 5.122 -1.025 0.672
H 6.859 -1.484 -0.996
H 6.430 -1.082 -3.398
H 4.223 -0.208 -4.117
H 2.483 0.239 -2.459
O -2.675 0.907 1.015
S -3.392 -0.080 0.098
O -4.792 0.087 -0.031
O -2.572 0.151 -1.192
O -2.837 -1.380 0.548
*
```

Properties
Frontier orbital gap (eV): 7.0
HOMO (Ha): -0.2871
E_tot (Ha): -2902.414529
LUMO level (eV): -0.796

DFT (wB97M-V/def2-TZVPD) results for one molecule with the formula C2H3F3Si in a non-equilibrium geometry.

The geometry in ORCA input format:
```
! RIJCOSX wB97M-V def2-TZVPD def2/J DEFGRID3
* xyz 0 1
C -0.126 -0.016 -0.552
C 0.791 0.295 0.414
F 2.996 -0.946 -1.125
F 3.335 1.319 -0.166
F 3.404 -0.735 1.252
Si 2.597 -0.046 0.106
H -1.194 0.084 -0.387
H 0.440 -0.378 -1.552
H 0.509 0.268 1.485
*
```

Properties
Frontier orbital gap (eV): 11.5
HOMO (Ha): -0.4071
E_tot (Ha): -667.268049
LUMO level (eV): 0.438
SMILES: C=C[Si](F)(F)F
Energy above the lowest of the compared OMol25 structures with the same formula, charge and spin (eV): 0.117

> Among the records above, which one has the lowest E_tot?

C29H27HfN4O5PS2

> The lowest E_tot belongs to which entry?

C29H27HfN4O5PS2

> Among the records above, which one has the lowest E_tot?

C29H27HfN4O5PS2

> What is the formula in the first record?

C4H8BrN2